(1)
C13H23I2InOP2Te as an isolated structure. Source: the Open Molecules 2025 dataset; level of theory: ωB97M-V with the def2-TZVPD basis set.

Summary:
**HOMO energy**: -13.49 eV
**DFT total energy**: -2320.069344 Ha
**Relative energy (zero: lowest compared OMol25 entry of this formula, charge and spin)**: 0.0 kcal/mol
**Lowest unoccupied orbital energy**: -7.97 eV

ORCA input file:
```
! wB97M-V def2-TZVPD RIJCOSX def2/J DEFGRID3
* xyz 2 1
I -0.117 -1.392 -6.262
I -0.117 1.227 -7.003
In -0.136 -0.604 -1.183
P -2.672 0.144 -0.928
C -3.538 0.275 -2.527
C -3.692 -1.017 0.054
H -4.724 -0.669 0.206
H -4.090 1.810 0.080
H -3.235 -1.192 1.038
H -2.468 1.890 0.817
H -3.337 -0.593 -3.173
H -3.752 -1.978 -0.472
C -3.013 1.750 -0.126
H -4.624 0.331 -2.350
H -2.737 2.561 -0.811
H -3.231 1.176 -3.077
P 2.380 0.138 -0.834
C 3.310 0.283 -2.383
C 2.668 1.727 -0.002
H 2.894 -1.092 1.193
H 4.387 -0.846 0.256
H 3.208 -2.044 -0.269
C 3.312 -1.051 0.181
H 2.103 1.816 0.933
H 3.739 1.807 0.221
H 4.383 0.309 -2.144
H 3.050 1.203 -2.922
H 2.380 2.547 -0.668
H 3.120 -0.566 -3.054
C -0.164 -0.446 -3.623
O -0.159 0.725 -3.874
Te -0.168 -2.607 0.801
C 0.129 -1.399 2.492
C -0.605 -0.222 2.751
C -0.327 0.532 3.895
C 0.684 0.113 4.772
C 1.399 -1.064 4.530
C 1.139 -1.816 3.389
H -1.344 0.109 2.015
H -0.870 1.457 4.082
H 0.935 0.737 5.615
H 2.180 -1.368 5.225
H 1.720 -2.702 3.141
*
```

(2)
C26H26BrFeN3O6Si as an isolated structure. Source: the Open Molecules 2025 dataset; level of theory: ωB97M-V with the def2-TZVPD basis set.

Summary:
**HOMO energy (alpha / beta)**: -2.86 / -3.35 eV
**DFT total energy**: -5749.341813 Ha
**Relative energy (zero: lowest compared OMol25 entry of this formula, charge and spin)**: 43.5 kcal/mol
**Expectation value of S²**: 0.8006
**Lowest unoccupied orbital energy (alpha / beta)**: 2.05 / 2.13 eV

ORCA input file:
```
! wB97M-V def2-TZVPD RIJCOSX def2/J DEFGRID3
* xyz -1 2
Fe -0.363 0.292 -1.192
O 4.561 -0.003 1.416
C 4.772 -0.459 0.151
C 5.948 -1.143 -0.133
C 6.184 -1.621 -1.410
C 5.264 -1.407 -2.422
C 4.085 -0.745 -2.138
C 3.826 -0.281 -0.859
C 2.434 0.221 -0.536
O 1.645 0.326 -1.609
N 2.436 1.478 0.280
N 1.109 1.801 0.461
C 0.756 2.955 0.926
C -0.603 3.323 1.010
Br -1.775 2.144 -0.070
C -1.122 4.303 1.807
C -2.470 4.806 1.785
C -3.140 5.017 0.572
C -4.444 5.463 0.553
C -5.117 5.707 1.742
C -4.455 5.540 2.951
C -3.145 5.110 2.975
H 3.728 0.503 1.423
H 6.658 -1.301 0.664
H 7.096 -2.164 -1.611
H 5.446 -1.773 -3.422
H 3.326 -0.588 -2.890
H 2.022 -0.512 0.199
H 2.966 2.235 -0.163
H 1.490 3.706 1.231
H -0.464 4.696 2.573
H -2.614 4.848 -0.353
H -4.940 5.631 -0.395
H -6.145 6.043 1.726
H -4.973 5.745 3.881
H -2.640 4.963 3.921
O -1.831 -1.299 -4.797
C -1.753 -0.894 -3.646
O -1.247 0.179 -3.214
C -2.375 -1.747 -2.516
C -3.382 -2.686 -2.698
C -3.984 -3.249 -1.566
C -3.548 -2.881 -0.315
C -2.454 -2.013 -0.220
N -1.896 -1.458 -1.316
C -1.750 -1.782 1.017
O -2.177 -1.914 2.144
O -0.413 -1.475 0.783
H -3.678 -2.964 -3.697
H -4.771 -3.981 -1.676
H -3.972 -3.271 0.596
C 1.933 -2.597 2.013
Si 0.593 -2.800 0.664
C -0.431 -4.391 0.998
C 1.198 -2.929 -1.132
H 2.276 -3.568 2.355
H 1.537 -2.066 2.875
H 2.801 -2.053 1.653
H 0.191 -5.268 1.145
H -1.095 -4.607 0.162
H -1.055 -4.276 1.880
H 1.985 -3.669 -1.236
H 1.571 -1.982 -1.512
H 0.382 -3.223 -1.786
*
```

(3)
C19H17N4O5S4Ti as an isolated structure. Source: the Open Molecules 2025 dataset; level of theory: ωB97M-V with the def2-TZVPD basis set.

Summary:
**HOMO energy**: -3.59 eV
**DFT total energy**: -3771.845053 Ha
**Relative energy (zero: lowest compared OMol25 entry of this formula, charge and spin)**: 0.0 kcal/mol
**Lowest unoccupied orbital energy**: 1.27 eV

ORCA input file:
```
! wB97M-V def2-TZVPD RIJCOSX def2/J DEFGRID3
* xyz -1 1
Ti -8.718 -9.894 -7.272
C -8.831 -8.390 -12.207
S -9.701 -6.937 -11.584
C -9.972 -7.437 -9.903
S -11.422 -7.365 -9.130
N -8.722 -7.723 -9.407
N -8.576 -7.889 -8.102
C -7.744 -7.056 -7.428
C -7.254 -7.522 -6.223
C -6.512 -6.633 -5.412
C -6.049 -7.074 -4.180
C -6.243 -8.418 -3.797
C -6.959 -9.239 -4.670
N -7.388 -8.844 -5.882
H -8.330 -8.104 -13.126
H -9.540 -9.209 -12.315
H -8.103 -8.659 -11.432
H -7.557 -6.040 -7.755
H -6.277 -5.660 -5.804
H -5.505 -6.403 -3.509
H -5.878 -8.804 -2.850
H -7.092 -10.254 -4.400
O -14.342 -12.602 -7.845
C -13.174 -11.907 -7.700
C -12.863 -11.163 -6.576
C -11.583 -10.575 -6.472
N -10.638 -10.710 -7.436
C -10.969 -11.398 -8.601
C -12.209 -12.000 -8.756
C -9.966 -11.126 -9.691
O -10.043 -11.501 -10.834
O -8.966 -10.386 -9.200
C -11.103 -9.663 -5.393
O -11.819 -9.199 -4.522
O -9.858 -9.306 -5.658
H -14.949 -12.447 -7.106
H -13.548 -11.057 -5.719
H -12.464 -12.536 -9.642
C -4.213 -11.819 -8.031
C -5.614 -11.427 -7.686
S -6.149 -9.935 -8.340
C -6.425 -12.361 -7.016
C -5.937 -13.759 -6.955
S -7.937 -12.052 -6.195
H -3.597 -10.932 -7.999
H -4.179 -12.261 -9.034
H -3.805 -12.480 -7.255
H -5.315 -13.878 -6.055
H -5.324 -13.921 -7.845
H -6.799 -14.424 -6.956
*
```